A molecular structure, C6H19Na2O9P2. Source: the Open Molecules 2025 dataset; level of theory: wB97M-V/def2-TZVPD.

Computed properties:
energy above the lowest of the compared OMol25 structures with the same formula, charge and spin = 43.46 kJ/mol
molecular weight = 343.1 g/mol
frontier orbital gap = 7.3 eV
net charge = +1
lowest unoccupied orbital energy = -0.1822 Ha

Geometry (Å):
P (9.3272, 12.4508, 8.8151)
P (4.0573, 5.6151, 8.6692)
Na (3.7876, 12.2894, 10.6673)
Na (1.7570, 12.6456, 8.0490)
O (5.4794, 6.2073, 8.3808)
O (10.1661, 12.1045, 10.0866)
O (9.5520, 11.6876, 7.5939)
O (3.4538, 11.2688, 8.6669)
O (3.7999, 4.2656, 8.2301)
O (9.5843, 14.0068, 8.6695)
O (3.0975, 6.6429, 7.9482)
O (7.8605, 12.3012, 9.4128)
O (3.8935, 5.8693, 10.2213)
C (2.9027, 7.9671, 8.4281)
C (6.8150, 11.7694, 8.6172)
C (6.4728, 6.5556, 9.3366)
C (3.1056, 4.9698, 11.0229)
C (8.9976, 14.6582, 7.5419)
C (11.5916, 12.2618, 10.0863)
H (3.1260, 8.6882, 7.6466)
H (1.8672, 8.0324, 8.7729)
H (9.7723, 14.9332, 6.8272)
H (8.2817, 14.0277, 7.0134)
H (2.8264, 10.5466, 8.5391)
H (7.0735, 11.5977, 7.5754)
H (7.3595, 5.9424, 9.1801)
H (6.7350, 7.6043, 9.1988)
H (11.8690, 12.8539, 10.9555)
H (6.5060, 10.7973, 9.0184)
H (6.1370, 6.3893, 10.3589)
H (3.5321, 8.1464, 9.3028)
H (2.2456, 5.5185, 11.3990)
H (8.5089, 15.5705, 7.8816)
H (3.7321, 4.6192, 11.8380)
H (12.0421, 11.2762, 10.1413)
H (11.9381, 12.7967, 9.2030)
H (5.9383, 12.4155, 8.7077)
H (2.7802, 4.1188, 10.4274)

A molecular structure, C6H19O11PPd. Source: the Open Molecules 2025 dataset; level of theory: wB97M-V/def2-TZVPD.

Computed properties:
energy above the lowest of the compared OMol25 structures with the same formula, charge and spin = 0.00 kJ/mol
molecular weight = 404.6 g/mol
frontier orbital gap (spin up / spin down) = 4.3 / 4.3 eV
net charge = -2
spin multiplicity = 3
lowest unoccupied orbital energy (spin up / spin down) = 0.1697 / 0.1692 Ha

Geometry (Å):
Pd (-0.3583, -0.0400, -0.4714)
P (0.0316, 0.8686, 2.0532)
O (0.1822, 1.5703, 0.7044)
O (0.4480, 0.6553, -2.4857)
O (1.9464, -0.7058, -0.3930)
O (1.2827, 0.6794, 2.9122)
O (-1.2270, 1.2727, 2.8161)
O (-2.1084, 1.3233, -0.9037)
O (1.2418, -2.4348, 1.7520)
O (-0.4332, -0.5134, 1.5542)
O (-1.6170, -1.6596, -1.0248)
O (0.0015, -1.4087, 4.1364)
O (-1.9754, 4.1542, -2.0095)
C (-2.6949, 1.7491, -2.1538)
C (1.7110, 0.0316, -2.6952)
C (0.8146, -3.2831, 2.8174)
C (-1.9054, 2.9559, -2.7726)
C (0.7743, -2.6165, 4.1733)
C (2.5515, -0.0118, -1.4641)
H (1.8024, -2.3716, 4.4399)
H (-2.5232, 1.9002, -0.2582)
H (-2.8020, 0.9139, -2.8460)
H (-0.1913, -3.5029, 2.4599)
H (0.0504, 0.7924, -3.3487)
H (2.2732, 0.7079, -3.3391)
H (-1.2980, 4.1016, -1.3313)
H (-2.4900, -2.0761, -1.1627)
H (0.4082, -3.3192, 4.9219)
H (-3.7152, 2.1124, -2.0310)
H (2.7070, 1.0030, -1.0978)
H (0.5412, -1.7990, 1.5889)
H (0.5831, -0.7755, 3.7094)
H (1.3865, -4.2056, 2.9168)
H (2.6156, -0.6818, 0.2948)
H (1.5583, -0.9517, -3.1399)
H (-0.8293, 2.7863, -2.8109)
H (3.5130, -0.4438, -1.7417)
H (-2.2562, 3.2227, -3.7695)

3 unconnected molecules or ions with the total composition C6H19O2P. Source: the Open Molecules 2025 dataset; level of theory: wB97M-V/def2-TZVPD.

Computed properties:
molecular weight = 154.2 g/mol
frontier orbital gap = 8.6 eV
SMILES string = CCO.CCO.CCP
net charge = 0
lowest unoccupied orbital energy = 0.0268 Ha

Geometry (Å):
P (-1.4864, 2.0619, -0.7370)
O (2.3533, 2.1753, 0.6259)
O (-1.2717, -1.0204, -1.8021)
C (3.0024, 0.2188, 1.8632)
C (-1.1555, 0.9527, 0.7835)
C (-1.0950, -3.2573, -2.6652)
C (-2.5682, 0.9583, 1.6732)
C (3.4711, 1.4176, 1.0649)
C (-0.3492, -2.0219, -2.2050)
H (3.8522, -0.3784, 2.2052)
H (0.3094, -2.2524, -1.3620)
H (-1.5351, 3.4673, -0.3728)
H (-2.5223, 0.2346, 2.5921)
H (2.3460, -0.4143, 1.2572)
H (4.1175, 2.0624, 1.6680)
H (-1.0275, -0.1486, 0.4076)
H (4.0322, 1.0946, 0.1830)
H (-2.9086, 2.0323, 1.9905)
H (-1.7234, -3.6527, -1.8605)
H (-1.8023, -1.3866, -1.0738)
H (1.8665, 2.4645, 1.4167)
H (-1.7613, -3.0159, -3.5000)
H (-0.2138, 1.2566, 1.4203)
H (-0.3981, -4.0376, -2.9836)
H (-2.8062, 1.7179, -1.2410)
H (0.2602, -1.6174, -3.0184)
H (2.4214, 0.5372, 2.7350)
H (-3.4077, 0.5513, 0.9349)

A single C6H2 molecule. Source: the Open Molecules 2025 dataset; level of theory: wB97M-V/def2-TZVPD.

Computed properties:
energy above the lowest of the compared OMol25 structures with the same formula, charge and spin = 91.41 kJ/mol
molecular weight = 74.1 g/mol
frontier orbital gap = 9.2 eV
SMILES string = C#CC#CC#C
net charge = 0
lowest unoccupied orbital energy = -0.0030 Ha

Geometry (Å):
C (0.0181, -0.1089, -0.6683)
C (1.7160, -0.8105, -2.5942)
C (-1.6009, 0.6712, 2.7158)
C (-1.2251, 0.5023, 1.5000)
C (-0.5741, 0.2262, 0.3345)
C (0.9939, -0.3909, -1.6954)
H (2.3979, -1.1985, -3.4133)
H (-1.7257, 1.1090, 3.8208)

A molecular structure, C6H2. Source: the Open Molecules 2025 dataset; level of theory: wB97M-V/def2-TZVPD.

Computed properties:
energy above the lowest of the compared OMol25 structures with the same formula, charge and spin = 493.22 kJ/mol
molecular weight = 74.1 g/mol
frontier orbital gap (spin up / spin down) = 7.2 / 7.2 eV
net charge = 0
lowest unoccupied orbital energy (spin up / spin down) = -0.0692 / -0.0692 Ha

Geometry (Å):
C (-0.6396, 0.7469, -0.0595)
C (1.8187, 0.7783, -0.0074)
C (0.5712, 1.2351, 0.1056)
C (1.8794, -0.4913, -0.0272)
C (0.2997, -1.6028, 0.0065)
C (-0.6887, -0.7290, 0.0349)
H (-1.6267, 1.1664, -0.1948)
H (-1.6139, -1.1035, 0.1419)

A molecular structure, C6H20BeO7. Source: the Open Molecules 2025 dataset; level of theory: wB97M-V/def2-TZVPD.

Computed properties:
molecular weight = 213.2 g/mol
frontier orbital gap = 9.4 eV
net charge = 0
lowest unoccupied orbital energy = 0.0022 Ha

Geometry (Å):
O (6.1498, 5.1287, 5.9578)
O (8.2610, 6.7474, 6.3495)
O (6.9115, 6.4478, 10.7164)
O (6.2139, 7.8679, 4.8375)
O (5.3750, 4.3315, 9.2341)
O (7.6734, 9.4622, 5.9589)
O (5.8831, 9.0134, 10.5051)
C (6.4094, 8.3497, 9.3637)
C (5.2840, 10.2080, 6.0202)
C (5.1619, 6.9818, 4.6036)
C (5.5413, 5.5128, 4.6649)
C (6.3479, 6.8940, 9.4879)
C (6.7224, 10.5258, 5.4182)
Be (7.3034, 7.7891, 5.7994)
H (6.9409, 6.4309, 8.6800)
H (5.0719, 8.5908, 10.7821)
H (4.7528, 4.7043, 8.3910)
H (4.3379, 7.1852, 5.3830)
H (7.4445, 5.6668, 10.5117)
H (4.7840, 9.4872, 5.3606)
H (4.6498, 7.1260, 3.6899)
H (4.6099, 4.9903, 4.6339)
H (7.1727, 11.4066, 5.9095)
H (5.1219, 3.3941, 9.1231)
H (8.1734, 9.7266, 6.7534)
H (5.2890, 6.6027, 9.4396)
H (5.4224, 9.8479, 7.0381)
H (6.8485, 10.5209, 4.3456)
H (6.1617, 5.1375, 3.8262)
H (5.9120, 8.6781, 8.3457)
H (4.6910, 11.1300, 6.0135)
H (7.8629, 5.8996, 6.2724)
H (7.4624, 8.6139, 9.2016)
H (5.5976, 5.0812, 6.7411)

Number 1: calculated total energy -1924.46700 Ha. Number 2: calculated total energy -1536.81699 Ha. Number 3: calculated total energy -731.72430 Ha. Number 4: calculated total energy -229.60262 Ha. Number 5: calculated total energy -229.44957 Ha. Number 6: calculated total energy -782.05484 Ha.